Entry 1:
A structure of composition C35H32IN8O5Ti, computed with the ωB97M-V functional and the def2-TZVPD basis.

The geometry in XYZ format:
```
82
C35H32IN8O5Ti, DFT the ωB97M-V functional and the def2-TZVPD basis
Ti -0.345 -0.061 0.069
C -4.246 0.346 -1.705
C -5.148 -0.227 -0.805
C -4.707 -0.620 0.435
C -3.353 -0.475 0.764
N -2.480 -0.004 -0.140
C -2.928 0.449 -1.331
N -3.008 -0.833 2.072
C -1.836 -0.646 2.576
N -0.744 0.019 2.053
C 0.292 0.074 2.977
N 1.423 0.680 2.889
C 1.890 1.315 1.719
C 2.863 2.299 1.914
C 3.352 2.992 0.830
C 2.896 2.666 -0.447
C 1.980 1.649 -0.571
N 1.470 0.994 0.491
C -0.191 -0.610 4.214
C 0.422 -0.801 5.436
C -0.308 -1.476 6.411
C -1.600 -1.935 6.158
C -2.211 -1.724 4.924
C -1.479 -1.051 3.969
H -4.559 0.699 -2.676
H -6.189 -0.348 -1.072
H -5.363 -1.043 1.180
H -2.183 0.895 -1.979
H 3.199 2.487 2.922
H 4.092 3.767 0.973
H 3.262 3.166 -1.331
H 1.628 1.323 -1.544
H 1.424 -0.440 5.618
H 0.134 -1.649 7.384
H -2.136 -2.464 6.934
H -3.212 -2.071 4.712
I -2.527 -6.455 -4.406
C -1.624 -4.650 -3.915
C -0.483 -4.248 -4.597
C 0.122 -3.051 -4.252
C -0.403 -2.259 -3.236
C -1.546 -2.675 -2.567
C -2.164 -3.869 -2.904
C 0.339 -1.013 -2.867
O 1.269 -0.593 -3.527
O -0.047 -0.404 -1.766
H -0.067 -4.865 -5.380
H 1.013 -2.715 -4.764
H -1.950 -2.079 -1.763
H -3.046 -4.194 -2.371
C -1.716 3.911 2.807
N -1.647 2.939 1.737
C -1.061 3.178 0.541
N -0.738 4.463 0.247
O -0.823 2.274 -0.269
H -2.192 3.441 3.664
H -2.333 4.765 2.525
H -0.728 4.265 3.114
H -1.648 1.957 1.985
H -0.958 5.235 0.846
H -0.329 4.634 -0.654
C 0.762 -4.315 -0.392
O 0.789 -2.890 -0.413
C -0.100 -2.218 0.429
O -0.763 -2.884 1.195
H 0.984 -4.643 -1.407
H -0.212 -4.688 -0.076
H 1.523 -4.700 0.291
N 3.242 -1.293 -0.107
C 4.435 -0.613 -0.019
C 5.067 -0.434 1.215
C 6.224 0.320 1.306
C 6.777 0.918 0.181
C 6.149 0.742 -1.045
C 4.992 -0.009 -1.151
H 2.999 -1.941 0.624
H 2.927 -1.587 -1.018
H 4.637 -0.881 2.102
H 6.699 0.443 2.271
H 7.683 1.504 0.258
H 6.566 1.196 -1.935
H 4.505 -0.133 -2.110
```

Results
Multiplicity: 2
Highest occupied orbital energy (spin up / spin down) (eV): -7.41 / -7.51
⟨S²⟩: 0.75
E_tot (eV): -90194.566
Total charge: 0

Entry 2:
A structure of composition H3N2OS, computed with the ωB97M-V functional and the def2-TZVPD basis.

The geometry in XYZ format:
```
7
H3N2OS, DFT the ωB97M-V functional and the def2-TZVPD basis
N -0.780 0.792 0.040
N -0.643 -0.432 -0.168
O -1.663 -1.215 -0.053
S 2.120 -0.241 0.124
H -1.672 0.968 0.380
H 1.989 0.908 -0.379
H 0.649 -0.779 0.055
```

Results
Highest occupied orbital energy (eV): -3.74
E_tot (eV): -15909.865
Total charge: -1

Entry 3:
The molecule C3HNO2, computed with the ωB97M-V functional and the def2-TZVPD basis.

The geometry in XYZ format:
```
7
C3HNO2, DFT the ωB97M-V functional and the def2-TZVPD basis
N -1.996 -1.183 0.002
C -1.308 -0.265 -0.005
C -0.151 0.613 -0.023
O -0.530 1.736 0.056
C 1.112 -0.094 -0.051
O 0.951 -1.356 0.067
H 1.922 0.549 -0.044
```

Results
Highest occupied orbital energy (eV): -11.27
SMILES string: N#CC(=O)C=O
E_tot (eV): -8709.156
Total charge: 0

Entry 4:
The molecule C10H12N2, computed with the ωB97M-V functional and the def2-TZVPD basis.

The geometry in XYZ format:
```
24
C10H12N2, DFT the ωB97M-V functional and the def2-TZVPD basis
C 3.134 -1.144 -1.946
C 2.142 -2.157 -2.095
C 2.852 -0.036 -1.164
C 0.928 -2.052 -1.454
C 1.666 0.089 -0.479
C 0.775 -0.939 -0.607
C -0.398 -0.919 0.234
C -2.627 1.419 1.190
C -1.465 2.449 1.373
C -2.009 0.119 1.640
N -0.385 2.148 0.609
N -0.722 -0.005 1.046
H 4.239 -1.352 -2.227
H 2.369 -2.984 -2.736
H 3.566 0.725 -1.106
H 0.070 -2.761 -1.688
H 1.318 0.890 -0.010
H -1.083 -1.694 -0.093
H -3.696 1.621 1.685
H -2.781 1.181 0.118
H -1.816 3.530 1.223
H -1.397 2.504 2.467
H -1.951 -0.060 2.748
H -2.727 -0.573 1.272
```

Results
Highest occupied orbital energy (spin up / spin down) (eV): -8.24 / -7.92
E_tot (eV): -13539.156
Total charge: 0

Entry 5:
A cluster of 2 separate species, C5H7N2S in total, computed with the ωB97M-V functional and the def2-TZVPD basis.

The geometry in XYZ format:
```
15
C5H7N2S, DFT the ωB97M-V functional and the def2-TZVPD basis
C -2.864 0.877 0.262
C -1.322 -0.822 -0.259
C -1.580 1.298 0.054
C 1.921 -0.999 0.468
C 1.857 -0.122 -0.724
N -0.658 0.319 -0.151
N 2.730 0.179 0.141
S -3.015 -0.781 0.055
H -3.780 1.547 0.354
H -0.757 -1.797 -0.534
H 1.016 -0.679 0.990
H 2.224 -2.034 0.550
H -1.060 2.286 0.014
H 1.780 -0.018 -1.706
H 3.509 0.747 0.485
```

Results
Highest occupied orbital energy (eV): -12.84
E_tot (eV): -19103.212
Total charge: +1

Entry 6:
The molecule C26H29FN6O2, computed with the ωB97M-V functional and the def2-TZVPD basis.

The geometry in XYZ format:
```
64
C26H29FN6O2, DFT the ωB97M-V functional and the def2-TZVPD basis
C 2.225 -3.234 -1.502
C 0.891 -3.914 -1.513
C 0.754 -5.168 -0.929
C -0.457 -5.834 -0.924
C -1.563 -5.250 -1.515
C -1.444 -4.000 -2.094
C -0.232 -3.321 -2.097
C -0.153 -1.963 -2.747
N 0.229 -0.916 -1.826
C -0.380 -0.543 -0.677
C -1.628 -1.198 -0.163
N -2.301 -0.512 0.915
C -1.517 -0.489 2.144
C -2.333 0.181 3.253
N -2.736 1.521 2.881
C -1.842 2.577 3.006
C -0.550 2.422 3.525
C 0.296 3.503 3.688
C -0.136 4.764 3.331
F 0.697 5.822 3.474
C -1.412 4.963 2.836
C -2.251 3.879 2.683
C -3.554 1.437 1.687
C -2.745 0.822 0.542
N 0.237 0.469 -0.087
C 1.283 0.767 -0.884
C 1.314 -0.078 -1.980
C 2.334 0.010 -2.975
O 2.469 -0.698 -3.959
N 3.230 1.043 -2.698
C 4.302 1.209 -3.667
C 3.221 1.913 -1.612
O 4.062 2.775 -1.478
N 2.207 1.745 -0.693
C 2.127 2.601 0.471
H 2.451 -2.790 -2.469
H 2.244 -2.440 -0.754
H 3.010 -3.944 -1.255
H 1.619 -5.631 -0.476
H -0.536 -6.808 -0.465
H -2.513 -5.763 -1.526
H -2.308 -3.545 -2.559
H 0.596 -1.961 -3.546
H -1.126 -1.711 -3.185
H -1.383 -2.211 0.176
H -2.334 -1.294 -0.996
H -0.575 0.055 1.997
H -1.295 -1.523 2.422
H -3.250 -0.393 3.416
H -1.777 0.201 4.189
H -0.179 1.451 3.804
H 1.292 3.369 4.081
H -1.740 5.958 2.581
H -3.251 4.058 2.323
H -4.413 0.799 1.913
H -3.919 2.417 1.389
H -1.896 1.486 0.317
H -3.373 0.735 -0.350
H 3.873 1.362 -4.657
H 4.916 0.309 -3.690
H 4.899 2.067 -3.371
H 2.860 3.397 0.353
H 2.343 2.027 1.372
H 1.123 3.015 0.551
```

Results
Highest occupied orbital energy (eV): -7.64
SMILES string: Cc1ccccc1Cn1c(CN2CCN(c3ccc(F)cc3)CC2)nc2c1c(=O)n(C)c(=O)n2C
E_tot (eV): -43187.775
Total charge: 0

Entry 7:
The molecule C3H6N4, computed with the ωB97M-V functional and the def2-TZVPD basis.

The geometry in XYZ format:
```
13
C3H6N4, DFT the ωB97M-V functional and the def2-TZVPD basis
C 0.946 0.473 -1.051
C -0.234 -0.400 -0.031
N 1.278 -0.293 0.372
C -0.842 -1.611 -0.181
N -0.904 0.650 0.700
N -2.046 0.901 0.295
N 1.262 1.649 -1.274
H 1.723 -1.202 0.311
H 1.509 0.228 1.224
H -2.421 1.638 0.910
H 1.951 2.108 -0.675
H -0.316 -2.466 -0.576
H -1.906 -1.676 -0.023
```

Results
Highest occupied orbital energy (spin up / spin down) (eV): -7.44 / -7.44
E_tot (eV): -9162.225
Total charge: 0

Entry 8:
The molecule C7H8N2O2, computed with the ωB97M-V functional and the def2-TZVPD basis.

The geometry in XYZ format:
```
19
C7H8N2O2, DFT the ωB97M-V functional and the def2-TZVPD basis
O 3.570 0.455 -2.773
C 2.823 1.195 -1.906
O 2.625 0.433 -0.665
N 1.279 0.200 -0.258
N 1.108 -0.537 0.759
C -0.300 -0.546 0.954
C -0.874 -0.443 2.253
C -2.262 -0.567 2.299
C -3.026 -0.332 1.111
C -2.389 -0.313 -0.113
C -1.089 -0.603 -0.199
H 4.414 0.022 -2.325
H 3.290 2.117 -1.564
H 1.945 1.360 -2.467
H -0.246 -0.553 3.160
H -2.904 -0.655 3.299
H -4.164 -0.249 1.351
H -3.006 -0.356 -1.077
H -0.645 -0.655 -1.185
```

Results
Highest occupied orbital energy (eV): -9.00
SMILES string: OCO/N=N/c1ccccc1
E_tot (eV): -14459.778
Total charge: 0

Entry 9:
A cluster of 2 separate species, C14H27N6O7 in total, computed with the ωB97M-V functional and the def2-TZVPD basis.

The geometry in XYZ format:
```
54
C14H27N6O7, DFT the ωB97M-V functional and the def2-TZVPD basis
O -6.173 -1.966 -0.305
O -0.894 -0.048 -2.101
O 5.666 0.755 -1.192
O -4.306 1.613 1.555
O 0.293 1.783 -2.012
N 2.051 -2.551 3.192
O 4.708 2.454 -2.344
O 2.237 0.044 -2.148
C -5.615 -0.883 -0.206
C -0.808 1.189 -1.972
C 4.701 1.478 -1.398
C -3.294 1.067 1.127
C 2.717 -3.274 2.385
N 2.547 -4.595 2.478
N -2.161 1.215 1.826
N 3.558 -2.785 1.444
N 2.572 2.548 -0.563
N -4.285 -0.834 -0.302
C -6.470 0.350 -0.006
C -0.830 0.680 1.527
C -2.072 2.015 -1.678
C 3.589 -1.365 1.061
C 3.461 1.358 -0.473
C 3.285 -1.250 -0.432
C 2.619 0.090 -0.773
C -3.342 1.174 -1.452
C -3.304 0.269 -0.201
H 1.466 -3.029 3.864
H 5.541 2.325 -2.818
H 1.432 0.627 -2.271
H 1.695 -4.863 2.952
H 2.796 -5.111 1.646
H -2.258 1.781 2.654
H 3.978 -3.456 0.817
H 3.044 3.278 -1.099
H 1.698 2.296 -1.060
H -3.883 -1.736 -0.497
H -6.052 1.198 -0.534
H -7.469 0.149 -0.386
H -6.525 0.570 1.058
H -0.876 -0.397 1.350
H -0.417 1.171 0.646
H -0.157 0.863 2.365
H -2.257 2.681 -2.524
H -1.903 2.642 -0.800
H 4.572 -0.933 1.280
H 2.848 -0.792 1.631
H 3.838 1.304 0.551
H 2.584 -2.040 -0.719
H 4.197 -1.392 -1.016
H 1.702 0.155 -0.176
H -3.513 0.560 -2.337
H -4.178 1.866 -1.368
H -2.350 -0.247 -0.247
```

Results
Highest occupied orbital energy (eV): -5.81
E_tot (eV): -38233.165
Total charge: -1

Entry 10:
The molecule C5H11NO, computed with the ωB97M-V functional and the def2-TZVPD basis.

The geometry in XYZ format:
```
18
C5H11NO, DFT the ωB97M-V functional and the def2-TZVPD basis
C -0.030 -1.536 -1.418
C 0.531 -1.159 -0.050
C -0.159 0.047 0.606
C 0.340 0.256 2.037
N 0.001 1.273 -0.187
C -0.861 1.909 -1.007
O -0.476 2.927 -1.562
H -1.092 -1.806 -1.361
H 0.070 -0.708 -2.127
H 0.507 -2.397 -1.830
H 0.455 -2.019 0.630
H 1.600 -0.926 -0.135
H -1.240 -0.165 0.650
H 0.194 -0.649 2.641
H 1.412 0.483 2.034
H -0.191 1.079 2.524
H 0.812 1.896 -0.303
H -1.873 1.497 -1.142
```

Results
Highest occupied orbital energy (eV): -9.58
SMILES string: CC[C@@H](C)NC=O
E_tot (eV): -8901.157
Total charge: 0

Entry 11:
A structure of composition C7H12O, computed with the ωB97M-V functional and the def2-TZVPD basis.

The geometry in XYZ format:
```
20
C7H12O, DFT the ωB97M-V functional and the def2-TZVPD basis
C -1.457 0.602 -0.292
C -1.178 0.457 1.168
C -0.336 -0.939 1.443
C 1.797 -0.980 0.413
C 1.803 0.052 -0.546
C 0.591 -0.087 -1.547
C -0.312 1.138 -1.270
H -1.891 -0.415 -0.546
H -2.545 1.203 -0.792
H -1.864 0.357 1.932
H -0.372 1.198 1.561
H 0.190 -1.042 2.488
H -1.057 -1.764 1.662
H 2.602 -1.457 1.080
H 2.737 0.803 -0.731
H 0.068 -1.118 -1.423
H 0.811 0.060 -2.631
H -0.614 1.809 -2.208
H 0.510 1.631 -0.226
O 0.516 -1.509 0.464
```

Results
Highest occupied orbital energy (eV): -8.62
E_tot (eV): -9494.660
Total charge: 0

Entry 12:
A structure of composition C2H2N3O3S2, computed with the ωB97M-V functional and the def2-TZVPD basis.

The geometry in XYZ format:
```
12
C2H2N3O3S2, DFT the ωB97M-V functional and the def2-TZVPD basis
C -2.499 0.139 0.552
C -0.372 -0.124 0.642
N -1.490 -0.586 1.089
N -2.207 1.122 -0.264
N 1.076 -0.713 -1.345
O 1.943 1.425 -0.200
O 3.077 -0.774 0.119
O 0.826 -0.431 1.079
S -0.601 1.202 -0.560
S 1.862 -0.057 -0.245
H -3.460 -0.034 0.991
H 1.846 -1.169 -1.858
```

Results
Highest occupied orbital energy (eV): -4.75
E_tot (eV): -34389.901
Total charge: -1

Entry 13:
A cluster of 5 separate species, C29H46FNO16 in total, computed with the ωB97M-V functional and the def2-TZVPD basis.

The geometry in XYZ format:
```
93
C29H46FNO16, DFT the ωB97M-V functional and the def2-TZVPD basis
C -3.340 -1.287 1.894
C -4.522 -1.302 0.908
C -4.181 -1.573 -0.578
C -2.987 -2.513 -0.806
C -1.610 -1.864 -1.114
C -1.558 -0.336 -1.138
C -0.117 0.187 -1.231
C 0.046 1.549 -0.551
C 1.488 1.954 -0.393
O 1.595 3.280 0.143
C 2.847 3.367 0.637
O 3.522 4.343 0.699
O 3.245 2.141 1.077
C 2.342 1.148 0.596
F 1.587 0.743 1.659
C 3.143 -0.005 0.007
C 3.258 -1.200 0.965
N 4.279 -2.174 0.583
C 5.666 -1.778 0.864
C 6.391 -2.830 1.701
C 4.025 -2.733 -0.699
C 4.728 -2.204 -1.932
O 3.199 -3.599 -0.825
H -2.378 -1.150 1.402
H -3.466 -0.499 2.639
H -3.287 -2.219 2.459
H -5.027 -0.333 0.947
H -5.260 -2.039 1.228
H -5.068 -2.034 -1.010
H -4.069 -0.625 -1.104
H -2.883 -3.155 0.072
H -3.230 -3.192 -1.625
H -1.269 -2.210 -2.094
H -0.862 -2.230 -0.402
H -2.105 0.014 -2.019
H -2.049 0.097 -0.264
H 0.171 0.279 -2.281
H 0.539 -0.542 -0.745
H -0.461 2.322 -1.132
H -0.417 1.504 0.437
H 1.991 1.886 -1.366
H 2.663 -0.321 -0.921
H 4.136 0.385 -0.216
H 3.502 -0.842 1.965
H 2.299 -1.713 1.042
H 6.225 -1.600 -0.056
H 5.656 -0.830 1.406
H 6.764 -3.649 1.086
H 7.230 -2.384 2.235
H 5.702 -3.252 2.433
H 3.965 -2.047 -2.693
H 5.325 -1.310 -1.787
H 5.386 -2.988 -2.316
O 2.739 -2.018 -6.611
C 2.635 -3.042 -6.021
O 2.288 -4.226 -6.574
C 2.490 -5.261 -5.604
C 2.411 -4.496 -4.296
O 2.849 -3.191 -4.692
H 1.725 -6.024 -5.715
H 3.474 -5.704 -5.768
H 1.391 -4.420 -3.916
H 3.057 -4.879 -3.511
O -7.165 -1.742 -1.889
C -7.770 -0.778 -1.550
O -7.327 0.113 -0.641
C -8.197 1.254 -0.649
C -9.477 0.664 -1.211
O -8.989 -0.420 -2.015
H -8.283 1.666 0.351
H -7.767 2.008 -1.312
H -10.123 0.256 -0.432
H -10.045 1.352 -1.830
O -8.056 3.316 1.713
C -6.908 3.398 2.016
O -6.021 2.387 1.896
C -4.706 2.904 2.128
C -4.998 4.141 2.960
O -6.314 4.498 2.516
H -4.102 2.159 2.639
H -4.252 3.145 1.166
H -5.039 3.925 4.028
H -4.314 4.965 2.781
O 7.653 2.656 5.256
C 7.010 3.491 4.711
O 6.144 3.261 3.698
C 5.394 4.457 3.453
C 6.318 5.526 4.007
O 7.041 4.810 5.015
H 5.183 4.559 2.394
H 4.454 4.398 4.004
H 7.027 5.888 3.261
H 5.799 6.369 4.452
```

Results
Highest occupied orbital energy (eV): -9.39
SMILES string: CCCCCCCC[C@H]1OC(=O)O[C@]1(F)CCN(CC)C(C)=O.O=C1OCCO1.O=C1OCCO1.O=C1OCCO1.O=C1OCCO1
E_tot (eV): -67787.427
Total charge: 0